{
  "formula": "C33H48OsP2",
  "method": "ωB97M-V/def2-TZVPD",
  "elements": ["Os", "C", "C", "C", "C", "C", "C", "H", "H", "H", "C", "H", "H", "H", "C", "H", "H", "H", "C", "H", "H", "H", "C", "H", "H", "H", "C", "C", "C", "C", "C", "C", "C", "C", "H", "H", "H", "H", "H", "H", "H", "H", "H", "H", "H", "H", "P", "C", "C", "P", "C", "C", "C", "H", "H", "H", "H", "H", "H", "H", "H", "H", "H", "H", "H", "H", "H", "C", "C", "C", "C", "C", "C", "C", "C", "C", "C", "H", "H", "H", "H", "H", "H", "H"],
  "coordinates": [[1.582171, -1.337607, -1.488829], [-0.558172, -1.075014, 0.600444], [0.010150, -1.990135, -0.393068], [1.465463, -1.715494, 1.495655], [0.294561, -0.951915, 1.695393], [1.332888, -2.412752, 0.247108], [-1.927404, -0.525923, 0.571843], [-2.281954, -0.403903, -0.458572], [-2.007469, 0.454253, 1.070151], [-2.630693, -1.200835, 1.089404], [0.036733, -0.129339, 2.912507], [-1.021310, 0.143233, 2.960186], [0.611484, 0.812927, 2.926615], [0.280063, -0.694160, 3.824792], [2.652023, -1.763043, 2.376458], [2.327734, -1.897716, 3.415100], [3.236558, -0.829165, 2.339373], [3.322071, -2.587261, 2.095447], [2.076105, -3.557971, -0.286574], [1.522038, -4.503778, -0.174490], [3.111482, -3.594726, 0.081573], [2.164607, -3.403808, -1.380872], [-0.932398, -3.001208, -0.965716], [-0.975117, -3.900365, -0.314813], [-0.618194, -3.301177, -1.969836], [-1.944275, -2.567168, -1.079273], [-1.881706, 4.020349, -2.452091], [-3.300801, 3.629546, -2.419144], [-3.662483, 2.342385, -3.063918], [-2.269505, 1.850448, -3.554287], [-1.258529, 2.594424, -2.703146], [-0.081351, 2.788766, -3.474076], [0.166062, 4.090116, -3.957340], [-1.215254, 4.811990, -3.677979], [-4.258429, 2.473200, -3.992650], [-2.190846, 2.086721, -4.631281], [-4.140840, 1.609964, -2.369671], [-1.827624, 4.721135, -4.585177], [-1.471645, 4.391692, -1.495412], [-4.085187, 4.120542, -1.810384], [-0.996104, 5.878550, -3.500258], [1.027711, 4.521319, -3.410689], [0.757334, 2.062519, -3.171335], [0.420238, 4.099418, -5.032878], [-2.161618, 0.761985, -3.465973], [-1.087446, 2.027815, -1.811023], [-0.443651, 0.712412, -5.394728], [-0.229088, 2.155137, -6.634890], [-1.141400, -0.371316, -6.731152], [1.517585, -0.175347, -3.323788], [1.274129, 0.222746, -5.212440], [1.716226, -2.052191, -3.510259], [3.174487, 0.626965, -3.495898], [0.797444, 2.550256, -6.672515], [-0.895380, 2.982614, -6.352172], [-0.501817, 1.877890, -7.667634], [-0.877520, -0.089627, -7.753851], [-2.228442, -0.302553, -6.662915], [-0.862085, -1.411770, -6.593300], [3.200669, 1.285565, -4.375258], [3.893805, -0.175258, -3.618484], [3.398282, 1.269449, -2.640264], [1.804275, 1.165584, -5.495082], [1.659832, -0.602120, -5.852646], [2.661712, -2.241833, -3.983714], [0.817983, -2.285310, -4.102326], [1.608865, -2.785101, -2.669199], [5.644231, 0.905008, 1.186160], [5.374235, -0.108871, 0.252889], [4.146496, -0.129318, -0.385817], [3.146630, 0.810656, -0.081314], [1.819434, 0.614726, -0.600897], [0.825904, 1.490080, -0.194293], [1.106835, 2.581792, 0.645120], [2.382499, 2.785005, 1.150987], [3.419111, 1.870738, 0.842354], [4.699933, 1.888562, 1.446916], [6.608131, 0.927348, 1.693020], [6.113702, -0.867802, 0.033567], [3.923088, -0.915273, -1.138800], [-0.207690, 1.308670, -0.473134], [0.296521, 3.252355, 0.929626], [2.620274, 3.620602, 1.811043], [4.911831, 2.692907, 2.158295]],
  "forces_ev_per_a": [[0.249, 2.770, 1.169], [0.458, -0.359, 0.916], [-0.279, -0.708, 3.274], [-0.529, -0.022, -0.126], [0.362, -0.160, -0.050], [-1.528, 0.988, 0.958], [-0.646, 0.419, -0.282], [-0.082, -0.016, 0.125], [0.106, -0.364, -0.169], [0.155, 0.175, -0.184], [-0.107, 0.276, 0.238], [0.176, -0.038, 0.154], [-0.065, -0.368, -0.034], [-0.051, 0.223, -0.251], [0.239, -0.125, 0.207], [0.186, -0.024, -0.104], [-0.207, -0.172, -0.028], [-0.153, 0.242, 0.210], [0.639, -0.716, 0.373], [0.360, 0.101, -0.034], [-0.418, -0.312, 0.052], [0.405, -0.883, 0.244], [-0.425, -0.217, -0.798], [-0.065, 0.512, -0.391], [-0.144, -0.374, 0.019], [0.491, -0.338, 0.109], [1.366, -0.786, -0.777], [-2.099, 1.099, 0.975], [0.994, -0.221, -0.520], [-2.763, -0.647, -0.599], [-0.047, 0.745, -0.347], [2.828, -3.210, 2.710], [-1.552, 1.551, -1.126], [0.396, 0.364, 0.073], [-0.235, -0.116, 0.789], [-0.036, 0.154, 0.791], [0.082, 0.657, -0.510], [0.006, 0.120, 0.334], [-0.414, 0.195, -0.398], [0.853, 0.013, -0.444], [-0.579, -0.449, 0.072], [-0.191, -0.261, -0.113], [-0.922, 1.068, -1.045], [0.211, 0.169, 0.419], [0.215, 0.412, 0.065], [0.098, -0.329, 0.310], [0.645, 0.973, -3.139], [-0.236, 0.243, 0.125], [-0.744, -0.520, 0.396], [1.234, 3.222, -3.979], [0.023, -0.630, -0.040], [-0.506, -0.403, -1.309], [0.157, 0.720, 0.356], [-0.268, -0.164, 0.159], [0.128, -0.107, -0.136], [0.146, 0.018, 0.589], [0.286, 0.141, 0.380], [-0.060, -0.161, -0.060], [-0.073, -0.170, 0.204], [0.221, -0.466, 0.428], [0.505, 0.123, 0.082], [0.254, -0.471, 0.082], [-0.109, -1.091, 0.635], [-0.308, 0.497, 0.372], [0.262, -0.490, -0.466], [0.526, -0.061, -0.183], [0.066, -0.834, -1.171], [-0.325, 0.791, 0.304], [-0.752, -0.115, -0.546], [0.883, -0.367, 0.167], [-0.716, 0.117, -0.009], [-0.014, -0.583, 1.125], [0.359, -0.760, -0.649], [0.817, 0.641, 0.512], [-0.547, -0.025, -0.184], [0.034, -0.735, -0.595], [0.455, -0.082, 0.208], [-0.259, 0.026, -0.113], [0.035, 0.047, 0.019], [0.323, 0.352, 0.418], [0.230, -0.084, 0.159], [0.196, -0.093, -0.050], [-0.252, -0.210, -0.120], [0.047, -0.327, -0.224]],
  "mulliken_spin": [1.99, 0.14, 0.18, 0.22, 0.00, 0.05, -0.01, -0.01, 0.01, 0.02, 0.02, 0.00, 0.00, 0.00, 0.00, 0.01, 0.02, 0.00, -0.01, 0.02, 0.01, 0.01, 0.01, 0.00, 0.00, 0.00, 0.02, 0.78, -0.04, 0.04, 0.06, 0.03, 0.03, 0.10, 0.05, -0.03, 0.04, -0.01, 0.00, -0.02, 0.00, 0.00, 0.01, 0.00, 0.00, -0.06, 0.02, 0.00, 0.00, 0.09, 0.06, -0.03, 0.01, 0.00, 0.00, 0.00, 0.00, 0.00, 0.00, 0.00, 0.00, 0.00, 0.01, 0.01, 0.02, 0.02, 0.05, 0.00, 0.03, 0.08, -0.04, 0.08, -0.08, -0.01, 0.01, -0.01, 0.00, 0.00, 0.00, -0.02, 0.00, 0.00, 0.00, 0.00],
  "spin_multiplicity": 5,
  "orbital_gap_ev": [4.618, 5.490],
  "total_charge": 2,
  "relative_energy_kcal_mol": 0.0,
  "total_energy_ev": -56018.851
}

***

{
  "formula": "C33H49BClI2N8O2PRb",
  "method": "ωB97M-V/def2-TZVPD",
  "elements": ["Rb", "C", "C", "N", "N", "C", "B", "N", "C", "C", "C", "N", "N", "C", "C", "C", "N", "N", "C", "C", "C", "N", "H", "H", "H", "H", "H", "H", "H", "H", "H", "H", "H", "H", "I", "C", "I", "H", "H", "Cl", "C", "C", "O", "O", "H", "H", "C", "C", "C", "C", "C", "C", "P", "C", "C", "C", "C", "C", "C", "C", "C", "C", "C", "C", "C", "H", "H", "H", "H", "H", "H", "H", "H", "H", "H", "H", "H", "H", "H", "H", "H", "H", "H", "H", "H", "H", "H", "H", "H", "H", "H", "H", "H", "H", "H", "H", "H", "H"],
  "coordinates": [[-1.600132, -0.082523, 1.017544], [-5.974691, 1.123481, 0.691896], [-5.020644, 1.325429, 1.702166], [-3.939725, 1.928066, 1.237591], [-4.171689, 2.138402, -0.080290], [-5.387570, 1.659337, -0.427715], [-3.160438, 2.765343, -1.024508], [-1.972882, 3.434484, -0.119609], [-1.390551, 4.595693, -0.456183], [-0.434393, 4.931166, 0.556101], [-0.524199, 3.921423, 1.445212], [-1.425781, 2.950337, 0.978273], [-2.492553, 1.833103, -2.007067], [-3.030312, 1.345595, -3.143450], [-2.170451, 0.403938, -3.652017], [-1.111330, 0.386656, -2.734153], [-1.302170, 1.245950, -1.742144], [-3.827448, 3.930610, -1.749260], [-4.838146, 4.719792, -1.308205], [-4.910052, 5.815443, -2.132027], [-3.865073, 5.619802, -3.055200], [-3.214450, 4.493175, -2.820248], [-6.939134, 0.654392, 0.771705], [-5.066737, 1.042045, 2.742030], [-5.735772, 1.729957, -1.445466], [-1.644672, 5.083360, -1.387027], [0.189949, 5.806958, 0.560442], [-0.022763, 3.724733, 2.377325], [-3.969038, 1.725821, -3.511322], [-2.285240, -0.179106, -4.547952], [-0.219166, -0.218676, -2.762923], [-5.439078, 4.428134, -0.463052], [-5.618064, 6.623992, -2.085757], [-3.569908, 6.242859, -3.884740], [-0.259616, -2.250924, 4.201011], [-1.839894, -3.671776, 4.133005], [-1.317243, -5.478146, 3.160083], [-2.624749, -3.211208, 3.540373], [-2.116341, -3.904295, 5.152111], [-5.587391, -3.353176, 2.406689], [-5.067202, -2.717390, 0.818291], [-3.645725, -2.139859, 0.798153], [-3.317495, -1.649042, -0.300597], [-2.944143, -2.159901, 1.831536], [-5.775602, -1.944409, 0.533179], [-5.142464, -3.534074, 0.105413], [5.609675, -1.623157, 2.932751], [4.679471, -0.530035, 3.441679], [3.745088, -0.054935, 2.319546], [3.381312, -1.189619, 1.334441], [3.381720, -2.521925, 2.093349], [4.796420, -2.875087, 2.573465], [1.735435, -0.852911, 0.556830], [2.107073, 0.438265, -0.731072], [1.994496, 1.849053, -0.128474], [2.372716, 2.889823, -1.173343], [3.856640, 2.766802, -1.571929], [4.410600, 1.366525, -1.289003], [3.377037, 0.289862, -1.601628], [1.291853, -2.306757, -0.504247], [0.448831, -3.337633, 0.261213], [-0.301582, -4.241535, -0.721596], [0.538138, -4.548972, -1.974639], [2.027191, -4.445071, -1.664181], [2.397771, -2.994676, -1.330055], [6.376412, -1.866831, 3.669968], [6.141961, -1.250888, 2.051520], [5.242223, 0.317809, 3.837427], [4.092059, -0.922318, 4.277315], [4.220894, 0.761773, 1.771378], [2.830042, 0.360543, 2.754773], [4.156539, -1.246071, 0.562105], [2.992654, -3.330929, 1.474992], [2.692005, -2.445577, 2.939287], [5.316575, -3.443977, 1.798274], [4.726032, -3.533980, 3.442168], [1.242161, 0.352998, -1.394387], [2.627526, 1.955653, 0.758420], [0.963059, 1.990143, 0.202416], [2.166659, 3.901521, -0.811963], [1.728772, 2.739810, -2.045706], [4.454148, 3.509063, -1.037324], [3.968029, 2.994342, -2.634916], [4.703782, 1.286351, -0.238699], [5.322197, 1.199694, -1.866556], [3.822060, -0.699592, -1.486936], [3.098957, 0.365660, -2.658232], [0.592966, -1.835438, -1.211063], [-0.266314, -2.847534, 0.926266], [1.088180, -3.930114, 0.921443], [-1.238525, -3.754913, -1.005267], [-0.579289, -5.167410, -0.213530], [0.299564, -3.838052, -2.773140], [0.287603, -5.535913, -2.367080], [2.633296, -4.797399, -2.501599], [2.265809, -5.096487, -0.817617], [2.546560, -2.437195, -2.259307], [3.357687, -2.967731, -0.806750]],
  "forces_ev_per_a": [[0.495, 0.476, 0.087], [0.042, 0.067, -0.059], [0.029, -0.114, 0.118], [0.014, 0.110, -0.039], [-0.022, -0.159, 0.174], [-0.022, -0.088, -0.078], [0.248, 0.365, 0.266], [-0.322, -0.106, -0.176], [0.063, -0.066, 0.128], [-0.002, 0.116, -0.024], [-0.111, -0.248, -0.003], [0.056, 0.227, -0.261], [0.000, -0.047, 0.012], [-0.031, -0.001, -0.083], [-0.063, 0.077, 0.021], [0.035, 0.018, 0.043], [0.034, -0.123, 0.003], [0.213, -0.007, -0.050], [-0.116, 0.022, -0.006], [0.007, -0.028, 0.059], [-0.039, -0.078, -0.033], [-0.011, 0.066, -0.102], [-0.015, 0.003, -0.007], [-0.022, 0.002, 0.001], [-0.030, -0.028, 0.009], [0.004, 0.026, 0.002], [0.032, -0.018, 0.070], [0.082, 0.085, -0.018], [0.006, -0.040, -0.032], [-0.007, -0.005, -0.008], [0.011, -0.003, -0.014], [0.003, 0.024, 0.018], [0.000, 0.010, 0.006], [0.000, 0.010, -0.004], [-0.003, 0.015, 0.034], [0.034, 0.035, -0.076], [0.007, -0.003, 0.013], [-0.037, -0.010, 0.027], [-0.017, 0.004, -0.005], [-0.009, -0.007, 0.031], [-0.027, -0.085, 0.087], [-0.199, -0.083, -0.056], [-0.205, -0.089, -0.415], [-0.223, -0.423, 0.364], [0.061, 0.043, -0.024], [0.064, 0.013, -0.022], [0.039, 0.008, -0.013], [0.004, 0.024, 0.066], [-0.050, 0.057, -0.048], [0.024, -0.162, 0.032], [-0.079, -0.025, -0.039], [0.032, -0.033, -0.004], [0.070, 0.204, 0.042], [-0.051, -0.003, -0.020], [0.010, -0.045, 0.052], [-0.010, 0.061, -0.024], [0.013, 0.027, -0.029], [0.034, -0.002, 0.026], [0.057, -0.085, -0.023], [-0.055, 0.031, -0.008], [0.051, 0.017, 0.104], [-0.068, -0.006, -0.020], [-0.018, -0.005, -0.037], [0.039, -0.045, -0.002], [0.036, 0.036, 0.001], [-0.015, 0.005, 0.017], [-0.011, -0.004, -0.008], [0.010, -0.004, -0.015], [-0.004, -0.017, -0.010], [0.029, -0.022, 0.016], [0.000, -0.014, 0.012], [-0.033, 0.005, -0.034], [0.041, 0.008, -0.020], [0.029, 0.012, 0.010], [0.000, 0.016, -0.005], [-0.011, 0.008, 0.006], [-0.034, -0.003, 0.028], [0.004, 0.016, -0.025], [-0.014, 0.009, -0.007], [-0.003, -0.006, 0.015], [0.010, -0.017, -0.009], [-0.004, -0.010, 0.017], [-0.005, -0.005, 0.002], [-0.011, 0.010, -0.001], [-0.016, -0.001, -0.019], [0.000, 0.046, 0.019], [0.003, 0.027, -0.003], [-0.011, -0.001, 0.006], [-0.020, 0.015, -0.026], [-0.015, -0.027, -0.053], [0.011, 0.001, -0.012], [0.025, -0.011, 0.004], [-0.003, 0.013, 0.011], [0.013, -0.008, 0.011], [-0.010, 0.008, -0.009], [-0.009, 0.002, 0.005], [-0.016, -0.028, 0.000], [-0.011, -0.032, 0.042]],
  "mulliken_spin": [0.00, 0.00, 0.00, 0.01, 0.02, 0.00, -0.01, -0.05, 0.35, 0.11, 0.04, 0.51, 0.00, 0.00, 0.00, 0.00, 0.00, 0.00, 0.00, 0.00, 0.00, 0.00, 0.00, 0.00, 0.00, 0.02, -0.01, -0.01, 0.00, 0.00, 0.00, 0.00, 0.00, 0.00, 0.00, 0.00, 0.00, 0.00, 0.00, 0.00, 0.00, 0.00, 0.00, 0.00, 0.00, 0.00, 0.00, 0.00, 0.00, 0.00, 0.00, 0.00, 0.00, 0.00, 0.00, 0.00, 0.00, 0.00, 0.00, 0.00, 0.00, 0.00, 0.00, 0.00, 0.00, 0.00, 0.00, 0.00, 0.00, 0.00, 0.00, 0.00, 0.00, 0.00, 0.00, 0.00, 0.00, 0.00, 0.02, 0.00, 0.00, 0.00, 0.00, 0.00, 0.00, 0.00, 0.00, 0.00, 0.00, 0.00, 0.00, 0.00, 0.00, 0.00, 0.00, 0.00, 0.00, 0.00],
  "spin_multiplicity": 2,
  "orbital_gap_ev": [8.150, 3.969],
  "relative_energy_kcal_mol": 34.2,
  "total_energy_ev": -90378.043
}